No. 1
{"formula": "C12H29Cl2OPW", "method": "the ωB97M-V functional and the def2-TZVPD basis", "species": ["W", "Cl", "Cl", "H", "H", "P", "C", "C", "C", "C", "H", "C", "H", "H", "H", "H", "H", "H", "H", "C", "C", "H", "H", "H", "H", "H", "H", "C", "H", "C", "H", "H", "H", "H", "H", "H", "C", "C", "C", "O", "H", "H", "H", "H", "H", "H"], "xyz": [[-1.58629, -0.32354, 0.11788], [-1.34289, -2.65355, 0.17119], [-2.15030, 1.96218, 0.11830], [-1.34465, -0.32118, 1.81598], [-1.28757, -0.22227, -1.57504], [1.28958, 0.03627, -0.06926], [1.95038, -1.16391, -1.29376], [1.83473, 1.72732, -0.50986], [1.85305, -0.49149, 1.59617], [1.02272, -1.42348, -2.48296], [2.00293, -2.08785, -0.69078], [3.35501, -0.75955, -1.75895], [3.30679, 0.06837, -2.48141], [3.80924, -1.62644, -2.25861], [4.01149, -0.46672, -0.92958], [0.13716, -2.00626, -2.19814], [1.57287, -2.00609, -3.23797], [0.67557, -0.49803, -2.96557], [1.51332, -1.54396, 1.62398], [1.17517, 0.25820, 2.75153], [3.38476, -0.45342, 1.66379], [3.83132, -1.22045, 1.01848], [3.69681, -0.65480, 2.69714], [3.77719, 0.53326, 1.37273], [0.29655, 0.85469, 2.46170], [1.88452, 0.92639, 3.26321], [0.81274, -0.47384, 3.48919], [1.19777, 2.15918, -1.83744], [2.92565, 1.61902, -0.63612], [1.55059, 2.74428, 0.59758], [1.62497, 1.62723, -2.69936], [1.40296, 3.22886, -1.98730], [0.10383, 2.02978, -1.84415], [0.47656, 2.82827, 0.82293], [1.89404, 3.72702, 0.24312], [2.10373, 2.52444, 1.52139], [-5.22535, -2.02648, 0.98877], [-4.74608, -0.78734, 0.33684], [-5.63664, 0.30548, -0.11319], [-3.53039, -0.67402, 0.11775], [-6.31696, -2.01173, 0.98061], [-4.86825, -2.07781, 2.02762], [-4.85916, -2.90982, 0.44675], [-5.41248, 1.23206, 0.43414], [-5.50019, 0.49083, -1.18819], [-6.66681, 0.00090, 0.07886]], "forces_ev_per_angstrom": [[-0.717, -0.100, -0.706], [0.406, -0.416, -0.009], [0.144, 0.352, 0.002], [0.821, 0.048, 0.664], [0.654, 0.259, -0.527], [-3.748, -0.352, 0.408], [0.345, 0.101, 0.313], [0.471, -0.300, 0.049], [0.575, -0.096, -0.498], [-0.119, -0.178, -0.342], [0.103, 0.186, -0.230], [0.180, -0.318, -0.144], [0.033, -0.229, 0.198], [0.024, 0.290, 0.005], [-0.145, -0.048, -0.304], [0.269, 0.301, -0.003], [-0.059, 0.121, 0.174], [0.137, -0.276, 0.217], [0.127, 0.378, -0.079], [-0.117, 0.265, 0.464], [0.084, -0.208, 0.506], [-0.051, 0.219, 0.185], [0.128, 0.042, -0.221], [-0.074, -0.259, 0.134], [0.413, -0.302, -0.008], [-0.114, -0.188, -0.184], [0.140, 0.282, -0.176], [-0.003, 0.183, -0.250], [-0.211, 0.377, -0.055], [0.098, 0.239, 0.110], [-0.181, 0.059, 0.260], [-0.024, -0.222, 0.004], [0.376, -0.047, 0.102], [0.336, -0.134, -0.076], [-0.107, -0.179, 0.111], [-0.232, -0.003, -0.235], [-0.589, -0.179, 0.125], [0.842, 0.012, -0.431], [-0.653, 0.000, 0.009], [0.194, 0.205, 0.343], [0.119, -0.267, 0.159], [0.019, -0.004, -0.260], [0.009, 0.268, 0.206], [0.037, -0.218, -0.187], [0.065, 0.015, 0.301], [-0.004, 0.318, -0.123]], "nbo_charge": [1.035, -0.444, -0.453, -0.318, -0.295, 1.045, -0.537, -0.545, -0.538, -0.610, 0.237, -0.618, 0.209, 0.219, 0.209, 0.245, 0.205, 0.218, 0.247, -0.621, -0.617, 0.210, 0.218, 0.200, 0.246, 0.202, 0.226, -0.618, 0.217, -0.615, 0.208, 0.215, 0.244, 0.238, 0.214, 0.211, -0.712, 0.610, -0.712, -0.574, 0.222, 0.262, 0.266, 0.270, 0.261, 0.221], "orbital_gap_ev": [6.52, 7.65], "multiplicity": 3}

=====

No. 2
{"formula": "C12H29FeN4O5", "method": "the ωB97M-V functional and the def2-TZVPD basis", "species": ["Fe", "O", "H", "C", "O", "N", "C", "C", "H", "H", "H", "H", "H", "H", "H", "C", "O", "N", "C", "C", "H", "H", "H", "H", "H", "H", "H", "C", "O", "N", "C", "C", "H", "H", "H", "H", "H", "H", "H", "C", "O", "N", "C", "C", "H", "H", "H", "H", "H", "H", "H"], "xyz": [[2.40626, 1.46006, -1.63619], [2.34147, -0.21323, -0.62459], [1.70120, -0.57274, 0.01987], [0.56708, -3.26270, -1.25863], [0.06311, -4.03605, -0.46912], [0.10386, -2.92201, -2.42066], [0.87103, -2.11488, -3.36567], [-1.25431, -3.47205, -2.84675], [1.47734, -2.69341, -1.01462], [1.75145, -1.70924, -2.86725], [0.22886, -1.32061, -3.74627], [1.29412, -2.71948, -4.16788], [-1.91147, -3.70940, -2.01014], [-1.72889, -2.95095, -3.67821], [-0.98589, -4.46404, -3.21010], [-0.64132, 1.53810, -0.92494], [0.32429, 1.55539, -1.71608], [-1.75453, 0.86038, -1.14234], [-1.97504, 0.10052, -2.44160], [-2.99787, 0.91814, -0.35573], [-0.81464, 2.18580, -0.05165], [-2.02122, -0.95205, -2.16220], [-1.17512, 0.22912, -3.17078], [-2.95522, 0.31966, -2.86506], [-3.41237, -0.07306, -0.17184], [-2.89612, 1.29292, 0.66275], [-3.76830, 1.53603, -0.81699], [2.37921, 3.63996, 0.84106], [2.37035, 2.51814, 0.31021], [1.44175, 4.13513, 1.71253], [1.42886, 5.53638, 2.18066], [0.33000, 3.37659, 2.24159], [3.20514, 4.36263, 0.75287], [1.43310, 5.58129, 3.26973], [0.45409, 5.93060, 1.89342], [2.23462, 6.18005, 1.82777], [0.56842, 2.31322, 2.26380], [0.17060, 3.67153, 3.27875], [-0.59224, 3.51545, 1.67742], [-0.14652, -0.67691, 1.97061], [-1.26049, -0.13799, 1.90694], [0.10669, -1.95839, 2.15206], [1.45602, -2.45102, 2.01866], [-0.92353, -2.93987, 2.54074], [0.75601, -0.07303, 1.78905], [1.85752, -2.59692, 3.02146], [2.05961, -1.65665, 1.57963], [1.65727, -3.34392, 1.42677], [-0.93714, -3.81713, 1.89394], [-0.95456, -3.34529, 3.55206], [-1.93250, -2.57385, 2.35069]], "forces_ev_per_angstrom": [[-1.681, -2.133, 3.239], [0.409, 0.994, -1.153], [0.413, 0.716, -0.825], [1.238, 0.128, 2.064], [-0.417, -0.375, 0.300], [-2.847, 0.846, -2.766], [0.010, -0.380, 0.389], [2.019, -1.215, -0.028], [0.355, -0.175, 0.049], [-0.235, 0.242, 0.295], [0.256, -0.009, -0.189], [-0.412, -0.085, -0.282], [0.176, 0.739, 0.152], [0.259, 0.426, 0.357], [-0.357, -0.184, -0.364], [-1.724, 0.361, 0.030], [0.527, 0.216, -0.193], [-0.879, -0.760, -2.065], [0.314, -0.356, 1.304], [-0.071, 0.247, 0.954], [1.024, -0.175, 0.077], [0.149, -0.083, -0.057], [-0.128, 0.357, 0.339], [0.157, 0.489, 0.103], [0.272, -0.167, -0.456], [0.742, 0.181, -0.153], [0.208, -0.051, -0.468], [-1.029, 1.068, 1.664], [-0.186, 0.602, -0.365], [1.414, -0.181, -0.953], [-0.312, -0.244, 0.110], [0.062, -0.869, 0.134], [-0.068, -0.183, -0.468], [0.211, -0.275, 0.048], [0.145, 0.330, -0.222], [-0.027, -0.389, -0.346], [-0.009, 0.030, -0.208], [-0.086, 0.103, -0.101], [-0.002, 0.172, 0.002], [-1.517, 1.174, -0.761], [0.862, -0.313, 0.372], [-0.622, -2.175, 0.357], [1.191, 0.668, 0.802], [-1.249, -0.317, -0.983], [0.190, -0.046, 0.054], [0.205, -0.303, 0.038], [0.136, -0.014, 0.030], [-0.911, -0.031, -0.052], [0.810, 0.067, -0.250], [0.800, 0.616, 0.296], [0.215, 0.715, 0.151]], "nbo_charge": [1.626, -1.204, 0.473, 0.520, -0.651, -0.415, -0.407, -0.450, 0.113, 0.225, 0.189, 0.205, 0.243, 0.210, 0.219, 0.569, -0.808, -0.356, -0.429, -0.430, 0.154, 0.220, 0.227, 0.222, 0.232, 0.249, 0.208, 0.561, -0.754, -0.388, -0.413, -0.427, 0.143, 0.216, 0.212, 0.228, 0.236, 0.225, 0.203, 0.525, -0.682, -0.405, -0.413, -0.448, 0.103, 0.200, 0.197, 0.241, 0.238, 0.213, 0.233], "orbital_gap_ev": [7.30, 7.24], "charge": 1, "multiplicity": 5}

=====

Going through the records in order, we get calculated total energy values of -51120.6916; -63492.2992 eV.
Going through the records in order, we get relative energy (zero: lowest compared OMol25 entry of this formula, charge and spin) values of 0.0; 0.0 kcal per mole.